[1]
A structure of composition C6H12ClFeO16S3, computed with the ωB97M-V functional and the def2-TZVPD basis.

XYZ file:
```
39
Properties=species:S:1:pos:R:3:mulliken_charge:R:1
Fe 3.167 0.021 3.715 0.6763
Cl 0.668 1.467 2.075 1.7177
O 1.568 0.484 1.544 -0.3060
O -0.660 1.123 2.113 -0.5815
O 1.131 1.574 3.464 -0.8644
O 0.752 2.715 1.362 -0.6718
C -1.624 -2.466 0.798 -0.1706
C -0.351 -3.168 1.323 -0.3344
O 0.631 -2.430 0.575 -0.2745
S 0.165 -2.126 -0.993 1.1694
O 0.730 -3.214 -1.766 -0.5882
O 0.368 -0.724 -1.440 -0.4610
O -1.404 -2.434 -0.618 -0.3258
H -1.801 -1.448 1.146 0.0923
H -2.508 -3.082 0.967 0.3821
H -0.188 -4.245 1.371 0.2787
H -0.387 -2.863 2.369 0.2960
C 3.673 -0.083 -1.120 0.2826
C 3.312 1.294 -1.795 -0.1905
O 3.523 2.183 -0.701 -0.3139
S 4.757 1.816 0.303 1.0524
O 4.313 1.763 1.688 -0.4824
O 5.954 2.581 -0.051 -0.5382
O 4.822 0.297 -0.301 -0.4086
H 4.000 -0.904 -1.757 0.3480
H 2.891 -0.537 -0.511 -0.2228
H 2.250 1.496 -1.931 0.1833
H 3.968 1.734 -2.546 0.2795
C -3.727 1.540 -1.709 -0.4265
C -2.850 0.990 -0.647 0.1074
O -3.579 0.019 0.131 -0.2451
S -5.172 0.082 -0.205 1.0648
O -5.910 0.432 0.990 -0.5213
O -5.511 -1.046 -1.087 -0.5437
O -5.012 1.409 -1.134 -0.3461
H -3.767 0.820 -2.526 0.3450
H -3.564 2.557 -2.067 0.2921
H -2.687 1.807 0.056 0.2283
H -1.946 0.566 -1.085 0.0216
```

## Properties
**Spin multiplicity**: 6
**HOMO energy (alpha / beta)**: -9.4 / -10.6 eV
**HOMO-LUMO gap (alpha / beta)**: 9.0 / 8.2 eV
**<S²>**: 8.75
**Max |F|**: 4.21 eV/Å
**Net charge**: 0

=====

[2]
The ion C6H12ClO4S with charge +1, computed with the ωB97M-V functional and the def2-TZVPD basis.

XYZ file:
```
24
Properties=species:S:1:pos:R:3:mulliken_charge:R:1
C 1.568 1.347 -1.316 -0.4772
C 1.435 -0.109 -1.420 -0.5853
C 0.190 2.029 -1.466 -0.7252
C 0.648 -0.533 -0.197 -0.5110
C -0.828 1.401 -0.363 -0.8580
C -0.817 -0.206 -0.312 0.0486
O -2.697 0.552 1.304 -0.4210
O -1.270 -2.976 3.145 -0.3038
O -0.371 -2.068 2.572 -0.1527
O -0.896 -0.865 2.190 -0.1868
S -2.147 -0.677 0.954 0.6255
Cl 0.821 -2.461 -0.079 -0.0692
H 1.968 1.475 -0.219 0.2834
H 2.168 1.811 -2.160 0.2619
H 0.848 -0.314 -2.305 0.3740
H 2.456 -0.641 -1.227 0.3458
H 0.232 3.111 -1.255 0.3836
H -0.206 1.890 -2.577 0.3060
H 0.440 -2.565 1.220 0.4645
H 1.061 -0.121 0.634 0.7043
H -0.558 1.724 0.763 0.3413
H -1.807 1.993 -0.589 0.3594
H -1.329 -0.560 -1.311 0.4226
H -0.910 -3.236 4.014 0.3691
```

## Properties
**HOMO energy**: -13.9 eV
**HOMO-LUMO gap**: 9.8 eV
**ΔE to the lowest compared entry with this formula, charge and spin**: 3.4418 eV
**Max |F|**: 4.55 eV/Å
**Net charge**: +1

=====

[3]
The molecule C6H12FN, computed with the ωB97M-V functional and the def2-TZVPD basis.

XYZ file:
```
20
Properties=species:S:1:pos:R:3:mulliken_charge:R:1
C 2.421 -1.034 -0.266 -1.2023
C 0.969 -0.635 -0.186 -0.0219
C 0.400 0.551 0.064 0.3674
C 1.186 1.781 0.360 -1.5050
C -1.101 0.759 0.160 0.7221
F -1.437 1.913 -0.496 -0.3554
C -1.996 -0.331 -0.400 -1.0824
N -1.966 -1.567 0.384 -0.5431
H 2.685 -1.429 -1.263 0.2811
H 2.810 -1.754 0.468 0.2778
H 3.062 -0.102 -0.244 0.2617
H 0.303 -1.507 -0.313 0.3181
H 0.728 2.275 1.239 0.3079
H 0.896 2.440 -0.484 0.2773
H 2.264 1.693 0.486 0.4083
H -1.399 0.866 1.228 0.1994
H -2.984 0.163 -0.592 0.3832
H -1.695 -0.687 -1.404 0.3939
H -2.417 -1.265 1.258 0.2615
H -2.730 -2.130 0.002 0.2504
```

## Properties
**HOMO energy**: -9.0 eV
**HOMO-LUMO gap**: 10.0 eV
**ΔE to the lowest compared entry with this formula, charge and spin**: 0.9534 eV
**Max |F|**: 2.44 eV/Å
**Net charge**: 0
**SMILES string**: C/C=C(\C)[C@@H](F)CN

=====

[4]
A structure of composition C6H12HoO4, computed with the ωB97M-V functional and the def2-TZVPD basis.

XYZ file:
```
23
Properties=species:S:1:pos:R:3:mulliken_charge:R:1
C -0.909 -1.336 2.132 -0.4871
H 0.013 -1.784 1.736 0.3940
H -0.833 -1.585 3.196 0.3432
H -1.798 -0.691 2.117 0.3555
O 0.177 0.445 2.175 -0.4171
C 0.005 1.389 1.423 -0.0190
H 0.880 1.960 1.074 0.2824
H -0.915 1.454 0.813 0.2117
O -2.040 -2.936 1.523 -0.6400
C -2.143 -3.025 0.070 -0.8743
C -3.255 -2.127 -0.406 -0.0501
O -4.520 -2.796 -0.092 -0.4259
C -5.412 -2.246 0.871 -0.3466
C -6.103 -3.443 1.533 -0.4006
O -5.188 -4.375 2.008 -0.6484
Ho -3.455 -4.521 1.088 1.5549
H -1.194 -2.795 -0.443 0.4312
H -3.215 -1.980 -1.495 0.3297
H -3.295 -1.139 0.091 0.2089
H -6.138 -1.563 0.399 0.3438
H -4.841 -1.674 1.623 0.2420
H -6.787 -3.891 0.780 0.2647
H -6.750 -3.044 2.340 0.3471
```

## Properties
**Spin multiplicity**: 5
**HOMO energy (alpha / beta)**: -11.4 / -11.4 eV
**HOMO-LUMO gap (alpha / beta)**: 7.5 / 7.6 eV
**<S²>**: 6.01
**Max |F|**: 3.26 eV/Å
**Net charge**: +1

=====

[5]
A cluster of 2 separate species, C6H12INO in total, computed with the ωB97M-V functional and the def2-TZVPD basis.

XYZ file:
```
21
Properties=species:S:1:pos:R:3:mulliken_charge:R:1
C -3.311 2.306 -0.501 -1.4030
C -2.207 1.379 -0.468 0.2378
O -2.366 0.628 0.783 -0.3207
C -1.586 -0.302 1.162 0.5379
N -1.169 -1.336 1.482 -0.4831
H -3.343 2.908 0.427 0.3333
H -3.390 3.133 -1.189 0.4094
H -4.359 1.866 -0.526 0.3018
H -1.268 2.008 -0.416 0.1228
H -2.392 0.702 -1.348 0.2491
C 1.626 -1.910 -0.797 -0.8949
C 2.887 -1.610 -0.018 -0.1505
C 2.671 -0.521 0.997 -0.9443
I 1.990 1.386 0.120 -0.0638
H 0.908 -2.387 -0.159 0.3032
H 1.058 -0.989 -1.066 0.1700
H 1.790 -2.517 -1.713 0.2894
H 3.672 -1.399 -0.765 0.2505
H 3.124 -2.463 0.731 0.2185
H 2.018 -0.743 1.858 0.4354
H 3.646 -0.138 1.409 0.4010
```

## Properties
**HOMO energy**: -9.3 eV
**HOMO-LUMO gap**: 9.7 eV
**ΔE to the lowest compared entry with this formula, charge and spin**: 0.6950 eV
**Max |F|**: 5.12 eV/Å
**Net charge**: 0
**SMILES string**: CCOC#N.CCCI

=====

[6]
The molecule C6H12INS, computed with the ωB97M-V functional and the def2-TZVPD basis.

XYZ file:
```
21
Properties=species:S:1:pos:R:3:mulliken_charge:R:1
C -1.782 -1.894 -0.368 -0.9025
C -0.331 -1.935 0.185 -0.9556
C 0.537 -0.623 -0.065 0.0764
C 1.864 -0.722 0.725 -1.4410
I 0.820 -0.533 -2.285 0.1133
C -0.128 0.778 0.357 0.4000
S -1.404 0.792 1.419 -0.3746
N 0.388 1.878 -0.156 -0.1465
C -0.310 3.101 -0.309 -1.1267
H -2.255 -2.857 -0.222 0.3839
H -1.697 -1.558 -1.360 0.2815
H -2.232 -1.127 0.258 0.1852
H -0.225 -2.227 1.177 0.4068
H 0.165 -2.672 -0.443 0.4585
H 2.539 -1.373 0.264 0.4574
H 2.455 0.158 0.918 0.3604
H 1.754 -1.166 1.680 0.4010
H 1.200 1.701 -0.697 0.3075
H -1.209 3.177 -0.865 0.3527
H -0.574 3.395 0.604 0.4090
H 0.424 3.707 -0.815 0.3533
```

## Properties
**HOMO energy**: -8.3 eV
**HOMO-LUMO gap**: 8.3 eV
**ΔE to the lowest compared entry with this formula, charge and spin**: 0.0000 eV
**Max |F|**: 4.36 eV/Å
**Net charge**: 0
**SMILES string**: CC[C@@](C)(I)C(=S)NC